38
Properties=species:S:1:pos:R:3:forces:R:3 method="wB97M-V/def2-TZVPD" gap_ha="0.26513 / 0.24423" fmax_ha_per_bohr=0.143 e_tot_ev=-22042.2552 s_squared=3.78 spin_multiplicity=4 lumo_energy_ev="-7.74 / -8.26" charge=+2
C -0.2089 1.5849 1.3604 -0.6 -1.8 1.4
C -0.3837 -1.4164 1.4508 0.1 2.0 -1.0
H 0.7770 1.8472 1.6973 0.2 1.1 -0.1
H -0.8971 1.2473 2.3678 1.1 2.0 -2.9
H -0.8596 2.2269 1.0098 -2.6 4.5 -1.9
H 0.0718 -2.3101 1.1478 1.7 -1.3 0.5
H 0.5571 -1.2762 2.4098 -0.2 0.2 -0.5
H -1.3139 -1.4240 1.8782 -2.2 -0.8 0.7
C 0.4881 2.6710 -1.5891 0.2 -1.5 -1.3
C 0.8476 3.4430 -2.6925 -0.2 0.2 0.9
C 1.0792 2.8358 -3.9160 0.0 0.1 0.0
C 0.9468 1.4678 -4.0186 -0.2 -1.4 0.3
H 0.3134 3.0723 -0.6180 -0.1 0.3 0.4
H 0.9469 4.5192 -2.5528 0.0 -0.3 -0.1
H 1.3686 3.4212 -4.7826 0.0 0.0 0.1
H 1.1366 0.9520 -4.9601 0.0 0.3 0.2
N 0.3528 1.2992 -1.6910 0.9 1.9 -2.0
C 0.5808 0.6910 -2.9004 0.3 2.6 -0.3
C 0.4504 -0.7405 -2.9151 -0.1 -2.7 -0.4
N 0.1799 -1.3297 -1.7086 0.5 -2.1 -2.4
C 0.0548 -2.7047 -1.6432 0.4 1.5 -1.6
C 0.4767 -2.9065 -4.0041 0.0 -0.1 -0.1
C 0.2044 -3.4979 -2.7824 -0.3 -0.2 1.2
H -0.1530 -3.0986 -0.6745 -0.1 -0.4 0.3
H 0.1011 -4.5769 -2.6694 0.0 0.3 -0.1
C 0.5963 -1.5362 -4.0703 0.0 1.4 0.3
H 0.8065 -1.0331 -5.0146 -0.1 -0.4 0.2
H 0.5957 -3.5083 -4.8996 0.0 0.1 0.1
Tc -0.0124 0.0069 -0.2097 -1.0 0.8 4.6
C -2.0128 0.0281 -0.1908 -2.4 0.4 0.1
H -2.4090 -1.0038 -0.2942 0.3 0.5 0.0
H -2.3066 0.6047 -1.0931 0.1 -0.2 0.4
H -2.5436 0.4994 0.6872 0.8 -0.5 -0.9
C 0.0142 0.0411 3.6352 -0.1 -2.4 -0.9
O 0.1653 -0.0795 2.1421 3.5 -6.0 2.4
H -0.9507 -0.3517 3.8535 -0.6 0.0 0.7
H 0.2581 0.9885 3.8936 -0.1 3.2 0.6
H 0.8322 -0.4998 3.9971 0.9 -1.4 1.1

---

74
Properties=species:S:1:pos:R:3:forces:R:3 method="wB97M-V/def2-TZVPD" gap_ha="0.26182 / 0.25930" fmax_ha_per_bohr=0.030 e_above_lowest_kcal_mol=29.6 e_tot_ev=-81193.9021 lumo_energy_ev="-4.16 / -4.23" charge=+1
Rh 0.1635 0.1774 -0.2769 0.1 1.4 0.4
N -0.7480 0.0324 1.6858 0.4 0.1 -1.1
C -1.7248 1.0525 2.0589 0.0 -0.1 0.1
C -2.5456 0.8519 3.1609 0.1 -0.2 0.1
C -3.4338 1.8413 3.5499 0.0 0.0 0.0
C -3.4879 3.0438 2.8522 0.0 0.0 -0.1
C -2.6655 3.2377 1.7545 0.0 0.0 0.1
C -1.7997 2.2243 1.3341 0.0 0.3 -0.1
P -0.7241 2.4024 -0.1089 -0.6 -1.3 -0.6
C -1.7360 2.6086 -1.5943 0.0 0.2 0.0
C -1.1200 2.3304 -2.8142 -0.1 0.1 0.0
C -1.8077 2.5306 -4.0038 0.0 0.0 0.0
C -3.1061 3.0201 -3.9773 0.0 0.0 0.0
C -3.7173 3.3095 -2.7636 -0.1 0.0 0.0
C -3.0382 3.1010 -1.5720 -0.1 0.0 0.0
C 0.0154 4.0367 0.1396 0.3 -0.1 0.2
C 0.6501 4.3031 1.3568 -0.1 0.1 0.0
C 1.2348 5.5394 1.5783 0.0 -0.1 0.0
C 1.2035 6.5084 0.5798 0.0 0.0 0.0
C 0.5855 6.2411 -0.6331 0.0 0.0 0.0
C -0.0007 5.0006 -0.8634 -0.1 0.2 0.0
H -1.2235 -0.8506 1.4981 -0.2 -0.1 -0.1
H -0.0699 -0.1089 2.4211 0.2 0.1 0.2
H -2.4810 -0.0765 3.7208 0.0 0.1 0.0
H -4.0750 1.6779 4.4096 0.1 0.0 -0.1
H -4.1662 3.8297 3.1650 0.1 -0.1 0.0
H -2.6826 4.1834 1.2244 0.0 0.0 0.0
H -0.1008 1.9680 -2.8340 0.0 0.0 0.0
H -1.3316 2.2946 -4.9483 0.0 0.0 0.1
H -3.6441 3.1787 -4.9052 0.0 0.0 0.1
H -4.7305 3.6958 -2.7445 0.1 -0.1 0.0
H -3.5344 3.3111 -0.6315 0.0 0.0 -0.1
H 0.6680 3.5470 2.1355 0.0 0.0 0.0
H 1.7131 5.7499 2.5278 0.0 0.0 -0.1
H 1.6649 7.4746 0.7507 -0.1 -0.1 0.0
H 0.5558 7.0004 -1.4064 0.0 -0.1 0.1
H -0.4874 4.7965 -1.8097 0.1 0.0 0.0
S 2.9253 -2.7905 -2.0319 0.3 -0.1 -0.1
C 1.9388 -3.7671 -0.9924 0.1 0.0 -0.1
C 1.8151 -5.1544 -0.9615 0.0 0.0 -0.1
C 0.9988 -5.7050 0.0055 0.0 0.0 0.0
C 0.3316 -4.8892 0.9298 0.0 0.0 0.0
C 0.4454 -3.5160 0.8792 0.0 0.1 0.1
C 1.2482 -2.9463 -0.1052 0.0 0.3 0.1
N 1.5075 -1.5816 -0.2806 -1.0 -0.6 0.2
C 2.3764 -1.3834 -1.2233 0.4 0.1 -0.1
C 2.8064 -0.0121 -1.4842 0.1 0.0 -0.1
C 4.0643 0.2877 -1.9864 0.1 -0.1 -0.2
C 4.4728 1.6101 -2.0688 0.1 0.0 0.0
C 3.6263 2.6192 -1.6402 -0.2 0.1 0.0
C 2.3605 2.3206 -1.1384 0.3 -0.3 -0.5
C 1.9302 0.9985 -1.0636 -0.4 0.2 1.2
H 2.3471 -5.7790 -1.6709 0.0 0.1 0.1
H 0.8824 -6.7812 0.0619 0.0 0.1 0.0
H -0.2877 -5.3437 1.6942 0.0 0.0 -0.1
H -0.0694 -2.8831 1.5917 0.0 -0.1 0.0
H 4.7350 -0.5146 -2.2809 0.0 0.1 0.0
H 5.4587 1.8510 -2.4480 -0.1 0.0 0.0
H 3.9474 3.6531 -1.6898 0.0 0.0 0.0
H 1.7327 3.1370 -0.8291 0.2 0.0 0.0
C -2.2068 -3.2705 -1.2926 -0.2 0.0 0.1
C -1.9480 -1.7891 -1.5242 0.2 0.7 -0.1
O -1.3521 -1.1813 -0.4216 -0.4 -0.6 0.1
C -1.0727 -1.6261 -2.8106 0.0 -0.1 0.0
F -1.7854 -1.5410 -3.9370 0.2 0.0 0.2
F -0.2989 -0.4964 -2.7490 -0.2 -0.3 0.0
F -0.2154 -2.6513 -2.9551 -0.1 0.3 0.1
C -3.3225 -1.1083 -1.7669 -0.1 0.2 0.1
F -4.0854 -1.7516 -2.6688 0.2 0.2 0.3
F -3.1730 0.1654 -2.1835 -0.1 -0.4 0.1
F -4.0123 -1.0780 -0.6077 0.1 0.0 -0.3
H -1.2748 -3.7769 -1.0860 0.1 -0.1 0.0
H -2.6777 -3.7193 -2.1694 0.0 0.0 0.1
H -2.8714 -3.3790 -0.4344 0.0 0.0 -0.1

---

8
Properties=species:S:1:pos:R:3:forces:R:3 method="wB97M-V/def2-TZVPD" gap_ha="0.19218 / 0.32338" fmax_ha_per_bohr=0.103 e_above_lowest_kcal_mol=54.8 e_tot_ev=-11910.2697 s_squared=8.76 spin_multiplicity=6 lumo_energy_ev="-6.42 / -8.26" charge=+1
H -0.7786 -0.0530 1.2415 1.4 -0.4 -1.2
O 0.3909 1.4627 -0.3844 2.7 1.1 -1.0
C -0.4922 0.6490 -0.0546 -4.8 2.0 1.1
C -0.0921 -0.7703 0.2963 -1.3 -2.8 0.8
O 1.1889 -0.9773 0.2541 0.1 -0.4 0.2
F -1.6732 0.6814 -0.7413 1.0 -0.4 0.0
H -0.7750 -1.5337 -0.1262 0.5 0.1 0.3
Rh 2.2313 0.5411 -0.4854 0.4 0.8 -0.1

---

56
Properties=species:S:1:pos:R:3:forces:R:3 method="wB97M-V/def2-TZVPD" gap_ha=0.32299 fmax_ha_per_bohr=0.084 e_above_lowest_kcal_mol=71.6 e_tot_ev=-32881.7375 lumo_energy_ev=-0.08 charge=0 smiles=CCCN[C@@H](C)CO.O.O.O.O.O.O.O.O.O.O.O
C -2.2340 -1.3945 2.3098 1.5 -0.2 -0.1
C -2.0182 -1.7552 0.8398 0.0 1.5 -0.4
C -1.2206 -0.6534 0.1085 -1.2 1.0 0.4
N 0.1758 -0.4466 0.3958 -0.2 -1.1 -1.3
C 0.8861 0.4257 -0.5605 0.5 -0.4 1.1
C 0.8016 1.9320 -0.2188 0.6 -0.9 0.3
C 2.3164 -0.1330 -0.6628 1.2 -0.2 -0.5
O 2.4031 -0.9785 -1.8350 0.6 1.1 -0.1
H -2.9517 -0.5970 2.4520 -0.4 -0.1 0.0
H -1.2888 -1.0036 2.6851 0.2 0.3 0.2
H -2.3919 -2.2522 2.9509 -0.8 -0.1 0.1
H -1.5326 -2.6981 0.6462 -0.4 -0.3 0.1
H -2.9893 -1.6453 0.3611 -0.1 -0.8 -0.3
H -1.3636 -0.7681 -0.9601 0.3 -0.3 -0.3
H -1.8133 0.2428 0.3298 -0.1 0.5 0.0
H 0.3754 -0.1517 1.3297 0.0 0.1 0.4
H 0.5479 0.2587 -1.5792 -0.6 -0.1 0.1
H 0.1819 2.1508 0.6433 -0.6 -0.2 -0.1
H 1.7850 2.1957 0.1696 0.1 0.7 -0.6
H 0.4612 2.4886 -1.0973 0.9 0.3 0.4
H 2.7322 -0.7258 0.1669 -1.0 0.2 0.0
H 3.0786 0.6486 -0.7753 -0.4 0.1 -0.5
H 2.1588 -1.8585 -1.5880 0.0 -1.0 1.1
O 0.6889 -2.3974 -3.3966 0.4 1.9 -0.9
H 0.7866 -3.1801 -2.9149 -0.1 -2.2 1.2
H 1.3871 -1.8469 -2.9851 -0.7 0.3 -0.8
O 3.2103 3.3501 1.9262 3.6 -1.3 2.1
H 2.4171 3.8093 2.0965 -1.7 1.0 0.5
H 3.7841 3.3590 2.7916 -1.9 0.2 -2.6
O -0.2615 -3.6759 2.2532 -0.9 0.9 2.1
H -0.4248 -3.1201 3.0952 0.5 -1.4 -2.0
H -1.1670 -3.9279 1.9857 0.7 0.1 0.2
O 0.6878 -3.3345 -0.6970 0.1 -0.4 0.7
H 0.9935 -3.8156 0.1060 -0.2 0.5 -0.9
H 0.2596 -2.5404 -0.3294 0.4 0.0 0.0
O -1.8320 2.9887 -1.7640 1.4 -0.2 1.4
H -1.9570 2.7541 -2.6856 -0.1 -0.7 -0.1
H -1.0406 2.4822 -1.4164 -1.7 0.8 -1.0
O 2.4618 -0.0815 2.3400 -2.4 -0.5 3.0
H 2.0666 0.1201 3.2751 1.4 -0.3 -2.6
H 3.1770 0.5058 2.1864 1.0 1.2 0.0
O -2.5414 3.4894 0.8542 -1.1 -1.0 1.6
H -2.6055 3.1615 -0.0481 0.1 0.0 -0.7
H -3.1976 2.9365 1.3706 1.2 1.1 -0.9
O -1.5997 -1.2368 -4.2543 -1.0 -0.5 0.8
H -1.3804 -1.8101 -3.5042 -0.4 -0.1 0.1
H -0.7107 -1.1694 -4.5543 1.2 0.4 -0.9
O 2.4313 -2.8166 1.8777 0.9 -0.7 0.0
H 2.7551 -1.9707 2.2047 -0.5 0.1 -0.2
H 1.4794 -2.8004 1.8181 -0.4 0.4 0.2
O -2.5932 1.2737 -3.7270 -0.7 0.3 -1.3
H -2.9141 1.6640 -4.5807 0.4 -0.9 1.2
H -2.5123 0.2953 -3.8537 0.3 0.8 -0.2
O 0.3810 4.5699 1.5420 -1.2 1.1 -0.1
H 0.1696 5.5415 1.4862 0.4 -1.5 0.1
H -0.4987 4.1413 1.3908 0.7 0.4 0.1

---

10
Properties=species:S:1:pos:R:3:forces:R:3 method="wB97M-V/def2-TZVPD" gap_ha=0.38745 fmax_ha_per_bohr=0.149 e_above_lowest_kcal_mol=72.7 e_tot_ev=-13272.0215 lumo_energy_ev=0.08 charge=0 smiles="O=c1nc(O)on1O"
O -1.8260 1.5342 0.2333 0.8 -0.9 -0.5
C -0.8637 0.9325 -0.1630 -0.4 -0.2 0.0
N 0.4341 1.3770 -0.3047 2.9 -0.4 -0.6
C 1.2433 0.3601 -0.1444 -6.2 -3.3 3.0
O 2.4791 0.0956 -0.0750 1.8 3.3 -1.1
O 0.4559 -0.8373 0.3576 0.6 2.3 -3.0
N -0.8938 -0.5145 -0.6237 3.8 2.3 0.1
O -1.8418 -1.2044 -0.1716 -2.1 -1.5 2.2
H 2.7509 -0.7863 0.1100 -0.5 -1.4 0.3
H -1.9381 -0.9570 0.7816 -0.7 -0.2 -0.4

---

58
Properties=species:S:1:pos:R:3:forces:R:3 method="wB97M-V/def2-TZVPD" gap_ha=0.32865 fmax_ha_per_bohr=0.015 e_above_lowest_kcal_mol=27.9 e_tot_ev=-33461.1727 lumo_energy_ev=0.78 charge=0 smiles="COc1ccc(CC(=O)NC[C@@H]2CCCN(Cc3ccccc3OC)C2)cc1"
C -1.9441 -2.2792 -3.2057 0.1 -0.2 0.0
O -2.4395 -0.9644 -3.1302 -0.1 0.3 0.1
C -2.4507 -0.3473 -1.9162 0.0 0.2 0.1
C -2.0257 -0.9261 -0.7255 0.0 -0.2 -0.3
C -2.0534 -0.1934 0.4474 -0.1 0.2 0.0
C -2.5082 1.1172 0.4708 -0.2 -0.1 0.0
C -2.4077 1.9254 1.7333 0.2 -0.1 0.1
C -0.9364 2.3066 1.9242 -0.7 0.3 -0.1
O -0.2837 1.9722 2.8892 0.4 -0.2 0.4
N -0.4594 3.0492 0.9033 0.0 0.3 -0.3
C 0.9423 3.3176 0.6860 0.4 -0.1 -0.1
C 1.5942 2.3401 -0.3066 -0.4 0.0 0.2
C 0.8518 2.2697 -1.6420 0.4 0.0 0.0
C 1.5499 1.2650 -2.5528 -0.3 -0.1 0.0
C 1.6424 -0.0911 -1.8570 0.1 0.1 -0.3
N 2.3892 0.0587 -0.6253 0.1 -0.1 0.0
C 2.8134 -1.1961 -0.0191 0.1 0.1 0.1
C 1.6857 -2.0485 0.5139 0.1 0.1 0.1
C 1.0488 -2.9713 -0.2970 0.0 0.0 0.1
C -0.0388 -3.7024 0.1560 -0.1 -0.2 0.0
C -0.5092 -3.4907 1.4378 0.0 -0.1 -0.1
C 0.1180 -2.5811 2.2734 0.1 0.2 0.3
C 1.2294 -1.8708 1.8324 0.0 -0.1 -0.1
O 1.9502 -1.0190 2.6082 0.0 -0.2 -0.4
C 1.4613 -0.6599 3.8805 -0.2 0.1 0.3
C 1.6826 0.9347 0.2888 0.2 0.4 0.1
C -2.9527 1.6820 -0.7214 0.0 -0.2 0.1
C -2.9280 0.9637 -1.8989 0.1 -0.2 -0.2
H -0.9007 -2.3347 -2.8788 0.0 0.0 0.0
H -2.5478 -2.9708 -2.6093 0.0 0.0 0.0
H -2.0091 -2.5583 -4.2562 0.0 0.0 0.1
H -1.6591 -1.9390 -0.6927 0.0 -0.1 0.0
H -1.7028 -0.6550 1.3589 0.1 -0.1 0.1
H -2.7232 1.3457 2.6011 0.1 0.1 0.0
H -3.0123 2.8313 1.6690 0.0 0.0 0.0
H -1.0676 3.2010 0.1134 0.0 -0.1 0.1
H 1.4365 3.2371 1.6567 0.0 0.1 -0.1
H 1.0431 4.3426 0.3159 0.0 -0.1 0.1
H 2.6145 2.6896 -0.4934 0.0 0.0 0.0
H 0.8212 3.2543 -2.1152 -0.1 0.1 0.0
H -0.1749 1.9313 -1.4800 -0.1 0.0 0.0
H 2.5589 1.6134 -2.7787 0.0 0.0 -0.1
H 0.9999 1.1596 -3.4898 0.0 0.0 -0.1
H 2.1707 -0.7993 -2.5009 0.0 -0.1 0.0
H 0.6216 -0.4758 -1.6768 0.1 0.0 0.0
H 3.4932 -0.9442 0.7978 0.0 -0.1 -0.1
H 3.3691 -1.7516 -0.7799 0.0 0.0 0.1
H 1.4168 -3.1253 -1.3022 0.1 0.0 -0.1
H -0.5139 -4.4276 -0.4891 0.0 -0.1 0.0
H -1.3679 -4.0375 1.7996 -0.1 0.0 0.0
H -0.2630 -2.4366 3.2722 0.0 0.0 0.1
H 2.2195 -0.0044 4.3059 -0.1 0.0 0.0
H 1.3360 -1.5316 4.5302 0.0 0.0 0.0
H 0.5228 -0.1048 3.8008 0.0 -0.1 0.0
H 2.2323 0.9679 1.2298 -0.1 0.0 0.0
H 0.6631 0.5660 0.4993 0.0 0.0 0.1
H -3.3307 2.6958 -0.7299 0.0 0.1 0.0
H -3.2676 1.4000 -2.8251 -0.1 0.1 -0.1